# 1
Density functional theory data (the ωB97M-V functional and the def2-TZVPD basis) for a cluster of 2 separate species, C4H11INO in total in a non-equilibrium geometry.

```
18
Properties=species:S:1:pos:R:3:forces:R:3
C 1.054 -0.399 -0.945 0.17 -1.55 1.10
C -1.076 0.509 -2.163 -1.06 0.13 -1.77
C -0.447 -0.053 -0.949 -1.17 -2.38 1.46
C 0.882 -1.097 2.505 -0.74 0.70 -0.51
N -0.724 1.026 0.153 -0.62 0.08 0.32
O 1.736 -1.752 3.124 1.06 -1.01 0.76
I -0.352 0.259 3.735 0.07 -0.07 0.18
H 1.654 0.531 -1.013 -0.14 -0.62 0.02
H 1.236 -0.966 0.077 -0.01 1.36 -2.09
H 1.372 -1.138 -1.775 -0.83 1.39 1.19
H -2.092 0.912 -1.868 1.16 0.01 -0.74
H -1.272 -0.198 -3.005 0.15 -0.01 1.08
H -0.386 1.199 -2.664 -0.45 0.64 0.36
H -1.082 -0.961 -0.614 1.22 1.34 -0.34
H -0.068 0.959 0.929 0.74 0.24 -0.10
H -0.708 1.931 -0.342 0.38 -0.17 0.65
H -1.616 1.015 0.712 0.50 -0.51 -1.25
H 1.888 -1.775 4.101 -0.44 0.42 -0.33
```
Positions in Å, forces in eV/Å.

Properties
Charge: +1
2S+1: 1
E_tot, hartree: -586.34810
LUMO, Ha: -0.1275

Computed Mulliken charges, given in elementary charges: -0.98, -1.48, 0.53, -0.04, -0.29, -0.23, -0.10, 0.34, 0.18, 0.36, 0.39, 0.37, 0.38, 0.26, 0.18, 0.36, 0.37, 0.40



# 2
Density functional theory data (the ωB97M-V functional and the def2-TZVPD basis) for a cluster of 2 separate species, HNO in total in a non-equilibrium geometry.

```
3
Properties=species:S:1:pos:R:3:forces:R:3
N 0.593 0.009 0.069 -3.36 -0.42 -0.68
O 0.026 0.823 0.662 1.17 -0.61 -0.37
H -0.619 -0.832 -0.730 2.20 1.03 1.05
```
Positions in Å, forces in eV/Å.

Properties
Charge: 0
2S+1: 1
E_tot, hartree: -130.43253
LUMO (alpha / beta), Ha: -0.0161 / -0.0202

Computed Mulliken charges, given in elementary charges: 0.10, -0.15, 0.04



# 3
Density functional theory data (the ωB97M-V functional and the def2-TZVPD basis) for a structure of composition C26H22BCl3N3O3PPb.

```
60
Properties=species:S:1:pos:R:3:forces:R:3
Pb -1.480 1.023 -0.238 0.60 0.14 -0.69
C 5.547 -0.839 1.786 -0.02 -0.01 -0.02
C 5.210 -1.492 0.606 -0.01 0.01 0.00
C 3.934 -1.364 0.079 0.06 0.04 0.02
C 2.985 -0.580 0.735 0.00 -0.02 0.12
C 3.328 0.070 1.920 -0.01 0.00 -0.01
C 4.608 -0.057 2.441 0.02 0.01 -0.01
P 1.291 -0.341 0.126 0.02 -0.26 -0.10
C 1.015 -1.804 -0.944 0.13 -0.03 0.08
C 0.602 -1.727 -2.270 0.01 -0.04 -0.04
C 0.327 -2.887 -2.987 -0.02 0.03 0.03
C 0.477 -4.129 -2.391 -0.01 0.01 -0.01
C 0.904 -4.213 -1.072 -0.03 -0.01 0.02
C 1.153 -3.059 -0.348 0.02 0.01 -0.04
C 1.462 0.982 -1.102 0.18 0.33 -0.16
C 2.652 1.447 -1.663 -0.10 -0.11 -0.07
C 2.619 2.471 -2.599 0.05 0.02 -0.02
C 1.415 3.033 -3.003 -0.08 0.00 -0.03
C 0.211 2.590 -2.461 0.23 -0.06 -0.01
C 0.292 1.601 -1.500 -0.57 -0.24 0.39
H 6.544 -0.944 2.195 -0.01 -0.01 0.00
H 5.942 -2.107 0.098 0.00 0.01 0.00
H 3.676 -1.874 -0.840 -0.01 -0.02 0.02
H 2.591 0.677 2.434 0.01 -0.02 0.02
H 4.866 0.447 3.363 -0.01 0.01 -0.01
H 0.495 -0.769 -2.761 0.00 0.00 0.01
H -0.003 -2.813 -4.015 0.00 0.00 0.01
H 0.252 -5.029 -2.949 0.04 0.00 0.00
H 1.021 -5.180 -0.599 0.00 0.01 0.00
H 1.465 -3.133 0.687 -0.01 -0.01 0.00
H 3.593 0.995 -1.375 0.01 0.03 0.00
H 3.547 2.830 -3.027 -0.01 0.01 0.01
H 1.404 3.832 -3.733 0.02 -0.02 -0.02
H -0.732 3.020 -2.767 0.01 0.01 0.01
Cl -6.590 -3.142 3.214 0.03 0.02 -0.04
C -5.223 -2.447 2.405 0.03 -0.03 -0.03
C -5.016 -1.084 2.458 -0.02 0.04 0.08
C -3.884 -0.574 1.851 -0.03 0.12 -0.22
Cl -3.618 1.136 1.810 -0.18 0.31 0.32
C -2.947 -1.342 1.164 -0.13 -0.10 -0.16
O -1.815 -0.869 0.648 -0.27 0.27 -0.11
C -3.269 -2.701 1.049 0.32 -0.18 0.00
Cl -2.228 -3.705 0.101 -0.05 0.03 0.08
C -4.356 -3.260 1.692 -0.11 -0.02 -0.05
H -5.712 -0.433 2.967 0.02 0.01 0.00
H -4.536 -4.323 1.615 0.01 0.01 -0.01
N -2.539 3.261 -0.547 0.04 0.02 0.26
N -2.922 3.262 -1.893 -0.02 0.00 0.02
C -3.376 2.033 -2.438 -0.04 -0.01 -0.01
O -3.977 2.079 -3.485 -0.03 -0.10 0.03
O -3.064 0.966 -1.760 0.02 -0.17 0.18
H -3.313 3.425 0.093 -0.01 0.04 -0.02
H -1.814 3.950 -0.371 0.05 -0.04 -0.02
H -3.462 4.054 -2.213 -0.07 -0.03 0.02
B 0.259 3.397 3.760 0.16 -0.01 0.06
C -0.310 2.751 2.452 0.12 0.08 -0.03
N -0.704 2.283 1.467 -0.20 -0.05 0.20
H 1.278 3.978 3.450 -0.06 -0.02 -0.08
H 0.506 2.468 4.500 -0.10 0.06 0.01
H -0.579 4.160 4.186 -0.02 -0.09 0.01
```
Positions in Å, forces in eV/Å.

Properties
Charge: 0
2S+1: 1
E_tot, hartree: -3333.53061
LUMO, Ha: -0.0646

Computed Mulliken charges, given in elementary charges: 1.52, -0.48, -0.67, -0.17, -0.08, -0.57, -0.66, 0.59, 0.67, -0.25, -0.80, -0.38, -0.95, -0.49, 0.41, -0.34, -0.87, -0.76, -0.70, 0.41, 0.38, 0.41, 0.46, 0.52, 0.43, 0.39, 0.41, 0.38, 0.41, 0.41, 0.44, 0.39, 0.41, 0.53, -0.21, 0.47, -0.96, 1.11, -0.20, -0.66, -0.30, 0.56, -0.12, -0.85, 0.45, 0.46, -0.41, -0.27, 0.61, -0.66, -0.58, 0.27, 0.29, 0.25, 0.32, 0.02, -0.60, -0.13, -0.12, -0.13



# 4
Density functional theory data (the ωB97M-V functional and the def2-TZVPD basis) for an isolated molecule of CH5BS in a non-equilibrium geometry.

```
8
Properties=species:S:1:pos:R:3:forces:R:3
B -0.254 0.604 0.688 -0.90 2.09 0.56
C 0.309 0.141 -0.803 -0.02 -0.75 2.12
S 0.887 -1.248 0.235 1.31 0.45 -0.62
H 0.691 1.112 1.164 0.79 0.12 0.83
H -0.183 -0.192 -1.671 -1.36 -0.60 -0.72
H -1.259 0.790 1.595 1.39 -1.00 -2.54
H 1.238 0.577 -1.128 0.06 0.63 0.15
H -0.340 -1.657 0.856 -1.26 -0.93 0.23
```
Positions in Å, forces in eV/Å.

Properties
Charge: 0
2S+1: 3
⟨S²⟩: 2.008
E_tot, hartree: -463.85602
LUMO (alpha / beta), Ha: 0.0134 / -0.1318

Computed Mulliken charges, given in elementary charges: -0.01, -0.53, -0.02, -0.08, 0.38, -0.06, 0.25, 0.07



# 5
Density functional theory data (the ωB97M-V functional and the def2-TZVPD basis) for a structure of composition C24H42F18InN3O24S9 in a non-equilibrium geometry.

```
121
Properties=species:S:1:pos:R:3:forces:R:3
In 3.445 -0.105 0.332 -1.58 -1.12 -1.09
C 3.020 0.431 4.899 -0.89 -1.69 -0.92
F 4.148 -0.226 5.000 0.61 0.10 0.20
F 2.504 0.620 6.094 -0.04 0.57 -0.19
F 3.250 1.563 4.242 -0.34 0.18 0.32
S 1.797 -0.799 3.936 -1.19 2.70 0.19
O 1.380 -1.646 5.021 0.76 -0.25 -1.12
O 0.710 -0.115 3.254 1.52 0.14 0.32
N 2.836 -1.399 2.724 -1.45 2.20 0.33
S 3.220 -2.837 3.197 3.46 -4.55 0.54
O 3.992 -3.564 2.220 -0.43 1.11 -0.86
O 3.868 -2.808 4.491 -1.42 0.02 -0.57
C 1.670 -4.016 3.232 0.82 -0.10 0.38
F 1.965 -5.147 2.598 0.47 -0.01 0.09
F 1.490 -4.323 4.514 -0.78 0.24 -0.51
F 0.612 -3.541 2.589 -0.24 0.53 0.94
C 6.171 -1.292 -3.196 0.78 -0.56 0.68
F 7.116 -0.949 -4.043 -0.26 0.10 -0.35
F 5.489 -2.335 -3.643 -0.29 0.18 -0.50
F 6.768 -1.687 -2.063 -0.42 0.56 -0.08
S 4.984 0.148 -2.909 -1.39 -0.26 0.57
O 5.019 0.995 -4.050 0.65 0.10 0.37
O 3.691 -0.422 -2.586 0.90 0.09 0.97
N 5.545 0.738 -1.424 -1.38 -0.62 -1.34
S 6.961 1.493 -1.548 3.28 2.57 1.88
O 7.868 1.051 -0.503 -1.30 0.01 -0.88
O 7.514 1.710 -2.875 -1.46 -1.01 1.15
C 6.593 3.308 -0.992 0.24 -1.12 -1.80
F 6.196 3.410 0.259 0.06 0.07 0.51
F 7.726 3.986 -1.182 -0.53 -0.10 0.30
F 5.634 3.808 -1.787 0.18 0.07 0.28
C -1.299 -1.384 0.303 0.90 1.16 -1.75
F -0.959 -0.588 1.311 -0.61 -0.06 -0.16
F -1.789 -2.506 0.725 0.17 -0.82 0.42
F -2.200 -0.814 -0.498 0.21 0.05 0.68
S 0.376 -1.667 -0.645 1.25 -0.38 1.40
O 1.249 -1.938 0.483 0.27 -0.07 0.16
O 0.214 -2.683 -1.651 -0.34 1.09 0.58
N 1.001 -0.169 -1.110 -0.79 -2.00 2.25
S 0.413 0.047 -2.543 0.79 1.81 -5.62
O 1.172 -0.631 -3.577 -0.74 0.59 1.09
O -1.020 -0.032 -2.655 0.40 0.20 0.80
C 0.940 1.869 -2.800 -0.24 -1.33 0.34
F 2.259 1.927 -2.630 0.17 0.30 0.08
F 0.643 2.216 -4.038 -0.14 0.18 0.12
F 0.372 2.700 -1.924 -0.16 0.01 -0.18
C -0.985 5.518 -1.540 -1.47 0.80 0.15
C -2.404 4.994 -1.875 0.63 -1.54 0.00
C -3.055 6.049 -2.705 -1.07 1.46 -0.39
S -2.450 7.639 -1.969 0.85 -0.26 -1.01
O -3.415 8.444 -1.271 -0.32 -0.30 -0.07
O -1.594 8.261 -2.967 -0.55 -0.18 0.27
C -1.360 6.818 -0.799 0.03 0.74 -1.20
H -0.601 5.769 -2.530 0.72 0.13 0.28
H -0.286 4.905 -0.979 -0.29 -0.30 -0.05
H -2.973 4.784 -0.967 -0.04 0.07 0.02
H -2.400 4.078 -2.469 0.19 -0.13 0.19
H -4.142 5.994 -2.766 -0.04 0.17 0.59
H -2.776 6.083 -3.759 0.61 -0.09 0.16
H -2.028 6.751 0.059 0.66 -0.42 0.46
H -0.564 7.559 -0.745 0.08 -0.16 0.64
C 1.968 -5.544 -1.510 0.42 -0.20 1.19
C 2.715 -5.711 -2.811 0.08 0.67 -0.79
C 3.531 -4.439 -2.997 -0.02 0.35 -0.82
S 4.071 -3.972 -1.314 -0.07 -0.57 -0.43
O 3.511 -2.625 -1.157 0.27 0.74 0.95
O 5.463 -4.212 -1.028 -0.48 0.25 -0.28
C 3.041 -5.182 -0.467 -0.55 0.22 0.01
H 1.399 -6.424 -1.210 0.17 -0.10 0.02
H 1.266 -4.710 -1.494 -0.03 -0.03 -0.62
H 2.011 -5.792 -3.639 0.19 -0.28 -0.11
H 3.463 -6.504 -2.848 -0.57 -0.55 0.35
H 2.933 -3.655 -3.466 -0.17 0.34 0.77
H 4.341 -4.537 -3.719 0.45 -0.26 0.59
H 2.609 -4.697 0.407 0.29 -0.01 -0.01
H 3.667 -6.021 -0.168 0.12 0.09 -0.05
C -4.268 -3.708 1.751 -0.51 0.72 1.18
C -5.328 -2.619 1.332 -0.32 -2.74 -0.04
C -6.561 -3.510 0.936 1.27 0.41 0.05
S -6.580 -4.863 2.132 -1.27 -0.27 -0.40
O -6.669 -6.170 1.513 0.30 0.61 -0.04
O -7.596 -4.500 3.089 0.19 -0.05 0.40
C -4.947 -4.597 2.772 -0.58 -0.83 1.41
H -3.506 -3.180 2.321 0.71 -0.31 -0.70
H -3.962 -4.367 0.941 0.50 0.51 -0.21
H -5.015 -2.115 0.423 0.05 0.66 0.43
H -5.507 -2.054 2.245 -0.16 0.61 -0.42
H -6.288 -3.911 -0.040 -0.47 -0.17 -0.07
H -7.530 -3.020 0.947 0.01 -0.08 -0.06
H -4.538 -5.565 3.069 0.35 -0.22 -1.11
H -5.076 -4.245 3.800 -0.15 1.11 -0.35
C -3.292 1.541 2.124 1.95 0.61 0.38
C -2.161 2.198 2.984 -1.81 -1.42 -0.23
O -1.567 3.277 2.301 0.38 -0.25 0.19
O -4.283 2.516 1.882 -0.60 -0.29 0.06
H -3.645 0.661 2.665 -0.21 -0.02 -0.17
H -2.846 1.265 1.165 -0.17 -0.24 -0.01
H -1.473 1.400 3.266 0.62 0.35 -0.38
H -2.670 2.442 3.922 0.22 0.72 0.07
H -2.277 3.764 1.867 -0.07 0.03 0.11
H -5.073 2.195 2.326 -0.20 0.42 -0.07
C 3.300 3.236 1.392 -1.23 1.99 -0.04
C 1.890 2.905 1.825 -0.86 0.98 0.54
O 1.324 1.904 1.004 1.43 -1.27 -0.75
O 4.239 2.244 1.723 -0.46 -1.27 -1.20
H 3.551 4.234 1.766 0.22 -0.38 1.01
H 3.225 3.598 0.357 0.60 -1.38 -0.62
H 1.248 3.779 1.673 0.32 0.32 0.04
H 1.812 2.691 2.892 0.13 -0.38 -0.13
H 0.476 1.570 1.327 0.13 -0.01 0.31
H 4.935 2.543 2.312 0.07 0.04 0.00
C -6.374 1.479 -2.039 1.69 0.43 0.15
C -5.889 0.407 -1.048 -1.03 0.04 -0.29
O -6.818 -0.692 -1.065 0.64 0.03 0.20
O -6.473 0.984 -3.374 -0.08 -0.34 0.72
H -5.529 2.173 -2.025 -0.23 0.38 -0.34
H -7.272 2.045 -1.792 -0.14 -0.36 0.46
H -5.797 0.761 -0.021 -0.58 0.25 0.00
H -4.855 0.132 -1.274 -0.14 -0.39 -0.54
H -6.708 -1.138 -1.910 0.06 -0.15 0.08
H -7.139 0.289 -3.310 -0.13 0.10 -0.43
```
Positions in Å, forces in eV/Å.

Properties
Charge: 0
2S+1: 1
E_tot, hartree: -8480.66851
LUMO, Ha: -0.2441

Mulliken population analysis, charges in e, atoms 1 to 99: 1.87, 0.71, -0.22, -0.20, -0.18, 0.26, -0.51, -0.43, -0.06, 0.71, -0.63, -0.58, 0.58, -0.21, -0.22, -0.09, 0.74, -0.19, -0.16, -0.24, 0.66, -0.50, -0.23, -0.29, 0.82, -0.64, -0.53, 0.63, -0.20, -0.21, -0.23, 0.46, -0.19, -0.15, -0.11, 1.05, -0.32, -0.68, -0.04, 0.34, -0.63, -0.44, 0.53, -0.14, -0.22, -0.17, -0.16, -0.41, -0.86, 1.11, -0.65, -0.64, -0.82, 0.39, -0.06, 0.18, 0.29, 0.47, 0.40, 0.31, 0.47, -0.04, -0.90, -0.64, 1.05, -0.54, -0.77, 0.17, 0.48, -0.17, 0.36, 0.38, 0.26, 0.56, -0.63, 0.52, -0.51, -0.09, -0.92, 1.16, -0.67, -0.68, -0.88, 0.17, 0.35, -0.06, 0.35, 0.42, 0.44, 0.49, 0.40, -0.27, -0.37, -0.40, -0.55, 0.42, 0.06, 0.22, 0.23